Formula: C6H12O
Source: the Open Molecules 2025 dataset
Level of theory: ωB97M-V with the def2-TZVPD basis set

Values from the calculation:
Charge: 0
Structure (SMILES): C=C(C)OC(C)C
Relative energy (zero: lowest compared OMol25 entry of this formula, charge and spin) (eV): 0.9656
LUMO (eV): 1.1
Kohn-Sham gap (Ha): 0.3774

Each line ends with the Löwdin charge.
Geometry (Å):
C: 1.737 -1.618 -0.479  0.0739
C: 1.324 -0.520 0.147  -0.4307
C: 2.164 0.701 0.401  -0.0306
O: 0.063 -0.458 0.697  -0.0805
C: -0.885 0.313 -0.051  -0.4498
C: -1.763 1.052 0.944  -0.0442
C: -1.676 -0.608 -0.966  -0.0440
H: 1.081 -2.475 -0.594  0.0677
H: 2.750 -1.686 -0.863  0.0620
H: 2.343 0.809 1.477  0.0885
H: 1.648 1.609 0.066  0.0763
H: 3.128 0.646 -0.111  0.0806
H: -0.343 1.046 -0.667  0.1351
H: -2.514 1.647 0.412  0.0828
H: -2.284 0.345 1.600  0.0864
H: -1.157 1.714 1.570  0.0809
H: -2.232 -1.336 -0.366  0.0878
H: -1.000 -1.144 -1.641  0.0749
H: -2.386 -0.037 -1.574  0.0828